Model a:
{"formula": "C9H14", "method": "ωB97M-V with the def2-TZVPD basis set", "elements": ["C", "C", "H", "H", "H", "H", "H", "H", "C", "C", "C", "C", "C", "C", "C", "H", "H", "H", "H", "H", "H", "H", "H"], "positions_angstrom": [[3.094, 1.093, 0.215], [2.188, 2.387, 0.180], [3.215, 0.585, 1.094], [2.726, 0.417, -0.749], [4.144, 1.439, 0.011], [1.397, 2.130, 0.879], [1.901, 2.370, -0.849], [2.688, 3.303, 0.321], [-1.727, -2.544, 1.410], [-0.050, -0.296, -1.126], [-1.113, 0.392, -1.512], [-0.300, -1.239, -0.119], [-1.617, -1.431, 0.379], [-2.484, 0.443, -1.032], [-2.649, -0.382, 0.041], [0.980, -0.143, -1.402], [-0.928, 1.162, -2.315], [0.399, -1.928, 0.248], [-3.158, 1.171, -1.310], [-2.520, -3.235, 1.171], [-1.981, -2.148, 2.373], [-3.517, -0.478, 0.661], [-0.688, -3.066, 1.429]], "gap_ev": 9.72, "lumo_ev": 1.0, "smiles": "Cc1ccccc1.CC"}

***

Model b:
{"formula": "C9H14", "method": "ωB97M-V with the def2-TZVPD basis set", "elements": ["C", "C", "C", "C", "C", "C", "C", "H", "H", "H", "H", "H", "H", "H", "H", "C", "C", "H", "H", "H", "H", "H", "H"], "positions_angstrom": [[-2.732, 0.513, -0.419], [-1.153, -0.738, 1.091], [-1.543, -0.397, -0.206], [-0.175, -1.702, 1.269], [-0.975, -1.052, -1.291], [0.458, -2.288, 0.182], [0.026, -1.996, -1.098], [-1.588, -0.277, 1.970], [0.137, -1.990, 2.263], [-2.807, 1.282, 0.353], [-3.659, -0.055, -0.416], [-1.295, -0.775, -2.284], [1.294, -2.954, 0.351], [0.450, -2.487, -1.961], [-2.671, 1.021, -1.386], [1.655, 1.968, 0.852], [2.439, 1.531, -0.408], [1.292, 1.068, 1.343], [2.266, 2.537, 1.549], [0.792, 2.531, 0.496], [3.066, 2.344, -0.761], [1.710, 1.302, -1.183], [3.015, 0.617, -0.306]], "gap_ev": 10.09, "lumo_ev": 1.0, "smiles": "Cc1ccccc1.CC"}

***

Model c:
{"formula": "C9H14", "method": "ωB97M-V with the def2-TZVPD basis set", "elements": ["C", "C", "H", "H", "H", "H", "H", "H", "C", "C", "C", "C", "C", "C", "C", "H", "H", "H", "H", "H", "H", "H", "H"], "positions_angstrom": [[1.761, -2.344, -0.716], [2.905, -1.551, -0.055], [1.824, -3.372, -0.370], [0.853, -1.820, -0.430], [1.865, -2.370, -1.801], [3.556, -2.130, 0.597], [2.622, -0.627, 0.436], [3.679, -1.271, -0.789], [-2.106, 0.308, 2.131], [-1.779, 0.083, -0.352], [-1.365, 0.684, 0.856], [-0.980, 0.211, -1.462], [-0.213, 1.434, 0.894], [0.271, 0.811, -1.372], [0.663, 1.430, -0.196], [-2.735, -0.421, -0.373], [-1.280, -0.160, -2.436], [-1.833, -0.737, 2.250], [-3.185, 0.345, 2.070], [0.072, 1.954, 1.808], [0.950, 0.862, -2.209], [1.485, 2.118, -0.268], [-1.661, 0.779, 2.994]], "gap_ev": 10.04, "lumo_ev": 1.0, "smiles": "Cc1ccccc1.CC"}

***

Model d:
{"formula": "C9H14", "method": "ωB97M-V with the def2-TZVPD basis set", "elements": ["C", "C", "C", "C", "C", "C", "C", "H", "H", "H", "H", "H", "H", "H", "H", "C", "C", "H", "H", "H", "H", "H", "H"], "positions_angstrom": [[-1.815, -2.621, 0.750], [1.464, -0.119, -0.588], [0.808, -0.930, -1.503], [1.030, -0.110, 0.733], [-0.210, -1.772, -1.096], [-0.055, -0.912, 1.082], [-0.678, -1.813, 0.218], [2.311, 0.516, -0.814], [1.115, -0.913, -2.537], [1.528, 0.480, 1.489], [-0.644, -2.376, -1.884], [-0.424, -0.736, 2.090], [-1.868, -2.549, 1.830], [-1.739, -3.686, 0.519], [-2.742, -2.284, 0.285], [0.241, 3.130, -0.547], [-0.334, 3.650, 0.756], [1.331, 3.001, -0.476], [-0.148, 2.188, -0.923], [0.250, 3.812, -1.405], [0.025, 3.178, 1.663], [-0.239, 4.736, 0.744], [-1.421, 3.513, 0.762]], "gap_ev": 10.04, "lumo_ev": 1.0, "smiles": "Cc1ccccc1.CC"}

***

The structure with the least stability is model a.

***

Model a:
{"formula": "C9H14", "method": "ωB97M-V with the def2-TZVPD basis set", "elements": ["C", "C", "H", "H", "H", "H", "H", "H", "C", "C", "C", "C", "C", "C", "C", "H", "H", "H", "H", "H", "H", "H", "H"], "positions_angstrom": [[-2.994, -2.191, 0.459], [-1.892, -2.501, 1.452], [-3.637, -1.272, 0.834], [-2.671, -2.004, -0.574], [-3.544, -3.008, 0.294], [-1.374, -3.450, 1.058], [-2.231, -2.799, 2.426], [-1.200, -1.687, 1.437], [0.815, 1.548, 1.545], [1.367, 2.530, -0.638], [0.931, 1.453, 0.155], [1.982, 2.124, -1.838], [2.131, 0.826, -2.378], [0.845, 0.115, -0.426], [1.413, -0.099, -1.689], [1.346, 3.532, -0.353], [2.601, 2.864, -2.352], [0.839, 2.680, 1.897], [1.461, 0.966, 2.156], [2.814, 0.658, -3.216], [0.203, -0.569, 0.103], [1.053, -1.029, -2.055], [-0.256, 1.313, 1.703]], "gap_ev": 9.55, "lumo_ev": 1.0, "smiles": "Cc1ccccc1.CC"}

***

Model b:
{"formula": "C9H14", "method": "ωB97M-V with the def2-TZVPD basis set", "elements": ["C", "C", "C", "C", "C", "C", "C", "H", "H", "H", "H", "H", "H", "H", "H", "C", "C", "H", "H", "H", "H", "H", "H"], "positions_angstrom": [[1.615, 1.219, -1.945], [-1.523, -0.944, -0.007], [-0.434, -1.627, -0.512], [-1.783, 0.321, -0.544], [0.541, -0.953, -1.237], [-0.768, 1.029, -1.174], [0.450, 0.421, -1.462], [-2.257, -1.327, 0.687], [-0.310, -2.706, -0.474], [-2.703, 0.779, -0.223], [1.466, -1.433, -1.504], [-0.993, 2.041, -1.504], [1.385, 2.280, -2.043], [2.050, 0.936, -2.906], [2.441, 1.209, -1.218], [0.919, -0.334, 2.320], [0.290, 0.631, 3.296], [1.289, 0.093, 1.397], [1.778, -0.833, 2.780], [0.241, -1.127, 2.014], [-0.772, 0.807, 3.091], [0.431, 0.390, 4.352], [0.669, 1.651, 3.256]], "gap_ev": 10.00, "lumo_ev": 1.0, "smiles": "Cc1ccccc1.CC"}

***

Model c:
{"formula": "C9H14", "method": "ωB97M-V with the def2-TZVPD basis set", "elements": ["C", "C", "C", "C", "C", "C", "C", "H", "H", "H", "H", "H", "H", "H", "H", "C", "C", "H", "H", "H", "H", "H", "H"], "positions_angstrom": [[2.350, -1.275, 2.075], [0.951, -1.001, -1.306], [1.914, -1.010, -0.321], [-0.452, -0.956, -1.097], [1.382, -0.823, 1.012], [-0.863, -0.652, 0.187], [0.051, -0.629, 1.231], [1.138, -1.106, -2.381], [2.979, -1.100, -0.389], [-1.082, -1.065, -1.951], [-1.973, -0.698, 0.301], [1.876, -2.092, 2.677], [2.695, -0.676, 2.937], [-0.211, -0.389, 2.250], [3.274, -1.731, 1.671], [-3.027, 2.519, -0.970], [-1.529, 2.672, -0.821], [-3.321, 2.645, 0.075], [-3.541, 3.334, -1.492], [-3.314, 1.516, -1.327], [-1.184, 1.993, -0.012], [-0.845, 2.291, -1.591], [-1.101, 3.679, -0.555]], "gap_ev": 9.98, "lumo_ev": 1.0, "smiles": "Cc1ccccc1.CC"}

***

Model d:
{"formula": "C9H14", "method": "ωB97M-V with the def2-TZVPD basis set", "elements": ["C", "C", "H", "H", "H", "H", "H", "H", "C", "C", "C", "C", "C", "C", "C", "H", "H", "H", "H", "H", "H", "H", "H"], "positions_angstrom": [[-0.138, -2.911, 2.318], [0.827, -3.260, 3.433], [-0.179, -3.764, 1.660], [-1.168, -2.729, 2.637], [0.137, -2.042, 1.718], [0.906, -2.593, 4.291], [1.841, -3.303, 3.022], [0.676, -4.288, 3.765], [-0.906, -0.420, -2.719], [-0.136, 0.065, -0.407], [-0.471, 0.556, -1.663], [0.486, 0.874, 0.534], [-0.362, 1.916, -1.925], [0.527, 2.245, 0.294], [0.156, 2.748, -0.935], [-0.196, -1.000, -0.211], [0.814, 0.486, 1.488], [-1.324, 0.045, -3.619], [-1.570, -1.182, -2.315], [-0.555, 2.306, -2.917], [0.759, 2.911, 1.120], [0.236, 3.817, -1.107], [-0.057, -0.956, -3.168]], "gap_ev": 10.00, "lumo_ev": 1.0, "smiles": "Cc1ccccc1.CC"}

***

The structure with the least stability is model a.

***

Model a:
{"formula": "C9H14", "method": "ωB97M-V with the def2-TZVPD basis set", "elements": ["C", "C", "H", "H", "H", "H", "H", "H", "C", "C", "C", "C", "C", "C", "C", "H", "H", "H", "H", "H", "H", "H", "H"], "positions_angstrom": [[1.566, -1.404, -1.322], [1.732, -0.538, -2.574], [1.184, -2.367, -1.647], [2.587, -1.518, -0.936], [0.946, -1.016, -0.500], [0.869, -0.432, -3.234], [2.109, 0.441, -2.297], [2.549, -0.970, -3.164], [0.035, 2.378, 0.241], [0.114, 0.252, 1.606], [-0.575, 1.074, 0.661], [-0.574, -0.753, 2.263], [-1.788, -1.213, 1.761], [-1.798, 0.599, 0.238], [-2.485, -0.476, 0.830], [1.058, 0.666, 1.961], [-0.084, -1.138, 3.156], [0.268, 2.982, 1.112], [-0.534, 2.953, -0.491], [-2.350, -1.968, 2.336], [-2.389, 1.253, -0.408], [-3.459, -0.899, 0.589], [1.020, 2.094, -0.181]], "gap_ev": 10.02, "lumo_ev": 1.0, "smiles": "Cc1ccccc1.CC"}

***

Model b:
{"formula": "C9H14", "method": "ωB97M-V with the def2-TZVPD basis set", "elements": ["C", "C", "C", "C", "C", "C", "C", "H", "H", "H", "H", "H", "H", "H", "H", "C", "C", "H", "H", "H", "H", "H", "H"], "positions_angstrom": [[-2.220, -0.317, -0.752], [0.755, 2.759, -0.551], [-0.576, 3.077, -0.972], [1.073, 1.448, -0.445], [-1.494, 2.037, -1.218], [0.123, 0.419, -0.649], [-1.159, 0.756, -0.796], [1.389, 3.634, -0.374], [-0.915, 4.076, -1.003], [2.074, 1.180, -0.318], [-2.444, 2.313, -1.603], [0.442, -0.596, -0.611], [-2.328, -0.530, -1.827], [-3.032, 0.193, -0.207], [-1.943, -1.247, -0.155], [1.103, -3.127, 1.590], [1.501, -1.712, 1.213], [1.987, -3.711, 1.390], [0.866, -3.150, 2.737], [-0.013, -3.472, 1.430], [2.397, -1.254, 1.608], [1.775, -1.745, 0.172], [0.639, -1.032, 1.340]], "gap_ev": 9.88, "lumo_ev": 1.0, "smiles": "Cc1ccccc1.CC"}

***

Model c:
{"formula": "C9H14", "method": "ωB97M-V with the def2-TZVPD basis set", "elements": ["C", "C", "H", "H", "H", "H", "H", "H", "C", "C", "C", "C", "C", "C", "C", "H", "H", "H", "H", "H", "H", "H", "H"], "positions_angstrom": [[-1.836, 1.236, 1.186], [-2.730, 1.004, 2.395], [-1.726, 0.328, 0.556], [-2.056, 2.056, 0.503], [-0.823, 1.349, 1.576], [-3.571, 1.717, 2.374], [-3.204, 0.039, 2.273], [-2.273, 1.058, 3.376], [1.523, -2.476, 0.095], [1.094, -1.188, -2.123], [1.402, -1.299, -0.788], [1.040, 0.138, -2.724], [1.180, -0.157, 0.016], [1.012, 1.237, -1.894], [1.095, 1.124, -0.508], [1.119, -2.074, -2.778], [0.955, 0.272, -3.779], [0.925, -2.501, 1.015], [2.533, -2.502, 0.526], [1.138, -0.138, 1.101], [1.033, 2.308, -2.246], [0.904, 1.962, 0.144], [1.266, -3.493, -0.296]], "gap_ev": 10.00, "lumo_ev": 1.0, "smiles": "Cc1ccccc1.CC"}

***

Model d:
{"formula": "C9H14", "method": "ωB97M-V with the def2-TZVPD basis set", "elements": ["C", "C", "C", "C", "C", "C", "C", "H", "H", "H", "H", "H", "H", "H", "H", "C", "C", "H", "H", "H", "H", "H", "H"], "positions_angstrom": [[0.872, -1.641, 2.178], [-0.995, -1.489, 0.408], [0.318, -1.320, 0.809], [-1.340, -1.289, -0.951], [-0.301, -0.878, -1.830], [1.202, -0.591, 0.039], [0.904, -0.467, -1.348], [-1.895, -1.868, 0.926], [-2.378, -1.446, -1.166], [1.736, -1.024, 2.449], [0.999, -2.660, 2.507], [-0.517, -0.767, -2.883], [2.061, -0.101, 0.482], [1.597, 0.064, -1.973], [0.148, -1.276, 2.975], [0.044, 3.590, -0.381], [-0.647, 2.587, 0.533], [-0.335, 3.507, -1.404], [0.039, 4.633, -0.090], [1.132, 3.396, -0.437], [-0.355, 1.521, 0.212], [-1.719, 2.695, 0.307], [-0.612, 2.657, 1.602]], "gap_ev": 10.02, "lumo_ev": 1.0, "smiles": "Cc1ccccc1.CC"}

***

The structure with the least stability is model b.

***

Model a:
{"formula": "C9H14", "method": "ωB97M-V with the def2-TZVPD basis set", "elements": ["C", "C", "C", "C", "C", "C", "C", "H", "H", "H", "H", "H", "H", "H", "H", "C", "C", "H", "H", "H", "H", "H", "H"], "positions_angstrom": [[0.986, 0.198, -2.882], [1.434, 3.085, -0.441], [1.055, 2.533, 0.751], [1.479, 2.329, -1.632], [1.117, 1.028, -1.632], [0.594, 1.169, 0.733], [0.713, 0.426, -0.418], [1.795, 4.107, -0.463], [0.980, 2.979, 1.731], [1.759, 2.860, -2.534], [0.208, 0.747, 1.649], [1.573, -0.723, -2.847], [1.238, 0.715, -3.804], [0.377, -0.603, -0.387], [-0.018, -0.228, -2.976], [-1.449, -3.122, 2.108], [-2.411, -1.980, 1.689], [-0.942, -3.500, 1.217], [-0.899, -2.799, 2.988], [-1.913, -4.069, 2.421], [-2.575, -1.386, 2.583], [-3.252, -2.408, 1.157], [-1.851, -1.357, 0.991]], "gap_ev": 10.02, "lumo_ev": 1.0, "smiles": "Cc1ccccc1.CC"}

***

Model b:
{"formula": "C9H14", "method": "ωB97M-V with the def2-TZVPD basis set", "elements": ["C", "C", "H", "H", "H", "H", "H", "H", "C", "C", "C", "C", "C", "C", "C", "H", "H", "H", "H", "H", "H", "H", "H"], "positions_angstrom": [[-0.438, -1.260, -2.402], [-0.524, -1.054, -3.914], [0.622, -1.334, -2.178], [-0.958, -0.460, -1.898], [-0.926, -2.174, -2.085], [0.333, -0.483, -4.270], [-1.351, -0.444, -4.287], [-0.524, -1.979, -4.488], [1.830, 1.432, 2.996], [-0.891, -0.834, 1.672], [0.238, -0.409, 2.376], [-1.298, -0.157, 0.550], [0.755, 0.852, 2.114], [-0.671, 1.036, 0.186], [0.376, 1.524, 0.939], [-1.522, -1.631, 2.047], [0.733, -0.949, 3.169], [-2.104, -0.517, -0.075], [-0.979, 1.607, -0.669], [1.452, 2.235, 3.629], [2.585, 1.920, 2.371], [0.920, 2.415, 0.654], [2.342, 0.664, 3.563]], "gap_ev": 9.97, "lumo_ev": 1.0, "smiles": "Cc1ccccc1.CC"}

***

Model c:
{"formula": "C9H14", "method": "ωB97M-V with the def2-TZVPD basis set", "elements": ["C", "C", "H", "H", "H", "H", "H", "H", "C", "C", "C", "C", "C", "C", "C", "H", "H", "H", "H", "H", "H", "H", "H"], "positions_angstrom": [[3.368, 1.399, 0.922], [2.326, 2.411, 0.412], [3.187, 0.333, 0.803], [4.262, 1.576, 0.304], [3.746, 1.552, 1.932], [2.313, 3.238, 1.121], [1.338, 1.964, 0.395], [2.629, 2.815, -0.546], [0.015, -2.022, -1.576], [-1.674, 0.257, 0.944], [-0.631, -0.475, 0.333], [-2.988, 0.089, 0.586], [-0.978, -1.396, -0.623], [-3.323, -0.972, -0.274], [-2.349, -1.741, -0.828], [-1.487, 0.901, 1.796], [0.338, -0.085, 0.597], [-3.799, 0.701, 0.958], [-4.369, -1.244, -0.338], [-0.150, -3.106, -1.610], [1.047, -1.803, -1.333], [-2.488, -2.650, -1.400], [-0.332, -1.742, -2.574]], "gap_ev": 9.91, "lumo_ev": 1.0, "smiles": "Cc1ccccc1.CC"}

***

The structure with the least stability is model c.